{"formula": "C30H32BrCl3O5", "method": "ωB97M-V/def2-TZVPD", "orbital_gap_ev": 7.3, "homo_energy_ev": -8.8852, "e_lumo_ha": -0.0575, "smiles": "CCCOc1c(CC(=O)Br)cc(CCCCl)c2c1C(=O)c1cc(O)c(CCC(C)C)c(/C(Cl)=C(\\C)Cl)c1C2=O", "species": ["C", "C", "C", "O", "C", "C", "C", "C", "O", "Br", "C", "C", "C", "C", "C", "Cl", "C", "C", "C", "O", "C", "C", "C", "O", "C", "C", "C", "C", "C", "C", "C", "C", "Cl", "C", "C", "Cl", "C", "C", "O", "H", "H", "H", "H", "H", "H", "H", "H", "H", "H", "H", "H", "H", "H", "H", "H", "H", "H", "H", "H", "H", "H", "H", "H", "H", "H", "H", "H", "H", "H", "H", "H"], "coordinates": [[-0.011, 5.796, 3.086], [-0.275, 4.906, 1.741], [-1.703, 5.373, 1.163], [-2.178, 4.567, 0.052], [-2.530, 3.250, 0.451], [-3.768, 2.995, 1.345], [-4.779, 4.095, 1.897], [-5.022, 5.338, 0.922], [-4.709, 6.478, 1.374], [-5.723, 5.248, -0.922], [-4.030, 1.502, 1.762], [-3.099, 0.327, 1.280], [-3.500, -1.137, 1.825], [-4.278, -2.041, 0.748], [-5.873, -1.846, 0.788], [-6.285, -0.393, -0.275], [-1.866, 0.576, 0.331], [-1.603, 2.083, -0.059], [-0.316, 2.353, -0.987], [-0.103, 3.422, -1.611], [0.829, 1.222, -1.119], [2.240, 1.654, -1.649], [3.399, 0.641, -1.821], [4.697, 0.963, -2.324], [3.119, -0.852, -1.396], [4.254, -2.002, -1.522], [3.953, -3.044, -2.726], [4.049, -4.589, -2.290], [5.556, -5.150, -2.191], [3.268, -5.556, -3.343], [1.701, -1.268, -0.844], [1.538, -2.795, -0.422], [0.773, -4.059, -1.513], [2.026, -3.249, 0.838], [2.767, -2.286, 1.907], [1.815, -5.026, 1.305], [0.518, -0.268, -0.710], [-0.942, -0.630, -0.199], [-1.361, -1.822, -0.249], [0.903, 5.346, 3.630], [-0.970, 5.714, 3.728], [0.143, 6.908, 2.833], [0.568, 5.207, 1.008], [-0.225, 3.794, 2.006], [-2.448, 5.465, 2.026], [-1.567, 6.443, 0.743], [-5.804, 3.565, 2.008], [-4.529, 4.474, 2.958], [-4.925, 1.251, 2.444], [-4.153, -0.998, 2.766], [-2.544, -1.691, 2.161], [-3.984, -3.138, 0.972], [-3.899, -1.829, -0.310], [-6.313, -1.790, 1.838], [-6.329, -2.759, 0.265], [2.448, 2.743, -1.925], [4.901, 0.209, -2.938], [4.295, -2.633, -0.561], [5.298, -1.564, -1.690], [2.881, -2.865, -3.087], [4.684, -2.910, -3.612], [3.523, -4.677, -1.266], [5.625, -5.831, -1.264], [5.872, -5.795, -3.087], [6.269, -4.258, -2.139], [2.860, -6.458, -2.749], [3.984, -5.921, -4.166], [2.424, -4.994, -3.901], [1.966, -1.675, 2.465], [3.450, -2.871, 2.607], [3.442, -1.526, 1.357]], "lowdin_charge": [-0.129, -0.208, -0.195, -0.122, -0.104, -0.076, -0.131, -0.720, -0.054, 0.689, 0.035, -0.088, -0.180, -0.270, -0.539, 0.480, 0.032, 0.057, -0.239, 0.044, -0.006, 0.083, -0.157, -0.015, -0.030, -0.142, -0.184, -0.410, -0.095, -0.122, -0.066, -0.571, 0.617, -0.609, -0.095, 0.530, 0.014, -0.223, 0.026, 0.079, 0.075, 0.080, 0.119, 0.111, 0.106, 0.154, 0.131, 0.141, 0.113, 0.111, 0.117, 0.123, 0.100, 0.084, 0.077, 0.119, 0.113, 0.106, 0.111, 0.091, 0.124, 0.086, 0.084, 0.073, 0.073, 0.086, 0.071, 0.065, 0.094, 0.078, 0.079]}



{"formula": "C4H4ClNO", "method": "ωB97M-V/def2-TZVPD", "orbital_gap_ev": 9.8, "homo_energy_ev": -9.0409, "e_above_lowest_kcal_mol": 5.6, "e_lumo_ha": 0.0294, "smiles": "Cc1ncoc1Cl", "species": ["C", "C", "C", "C", "H", "H", "H", "H", "N", "O", "Cl"], "coordinates": [[-0.701, -1.689, 1.300], [-0.611, -0.331, 0.656], [-0.869, 1.761, 0.437], [0.195, 0.084, -0.356], [-1.474, -1.656, 2.056], [-0.935, -2.404, 0.488], [0.239, -1.974, 1.735], [-1.092, 2.836, 0.600], [-1.292, 0.763, 1.160], [0.062, 1.418, -0.463], [1.396, -0.731, -1.266]], "nbo_charge": [-0.640, 0.067, 0.313, 0.166, 0.237, 0.226, 0.226, 0.204, -0.449, -0.402, 0.050]}



{"formula": "C4H11NO2", "method": "ωB97M-V/def2-TZVPD", "orbital_gap_ev": 7.6, "homo_energy_ev": -8.3565, "e_above_lowest_kcal_mol": 107.6, "e_lumo_ha": -0.0267, "smiles": "C=NC(=C)C.O.O", "species": ["C", "C", "C", "C", "N", "H", "H", "H", "H", "H", "H", "H", "H", "H", "O", "H", "H", "O"], "coordinates": [[1.603, -0.308, 1.122], [0.121, -0.069, 1.207], [-0.448, 0.481, 2.279], [-0.376, -1.452, -0.566], [-0.528, -0.315, -0.027], [1.818, -1.363, 1.341], [2.152, 0.327, 1.807], [2.083, -0.187, 0.150], [-1.459, 0.863, 2.207], [-0.063, 0.301, 3.273], [0.344, -1.839, -1.294], [-0.474, -2.301, 0.151], [-0.133, -0.333, -3.327], [1.128, 0.323, -2.944], [0.205, 0.547, -3.122], [-1.806, 2.509, -0.942], [-1.777, 1.052, -0.529], [-2.391, 1.762, -0.784]], "nbo_charge": [-0.656, 0.165, -0.462, 0.041, -0.476, 0.218, 0.232, 0.223, 0.215, 0.211, 0.191, 0.107, 0.461, 0.458, -0.915, 0.464, 0.482, -0.957]}



{"formula": "C20H28BrN3O3S", "method": "ωB97M-V/def2-TZVPD", "orbital_gap_ev": 8.4, "homo_energy_ev": -8.1985, "e_above_lowest_kcal_mol": 467.9, "e_lumo_ha": 0.0085, "species": ["O", "C", "N", "C", "C", "C", "C", "C", "C", "C", "H", "H", "C", "H", "H", "H", "Br", "H", "S", "O", "O", "N", "H", "C", "C", "H", "H", "C", "N", "C", "C", "C", "C", "C", "H", "H", "H", "H", "H", "H", "H", "H", "H", "H", "H", "H", "H", "H", "C", "C", "C", "H", "H", "H", "H", "H"], "coordinates": [[1.778, -0.715, 0.219], [2.105, -1.676, -0.599], [1.077, -2.286, -1.179], [-0.334, -2.326, -0.723], [-0.820, -2.306, 0.446], [-2.269, -2.189, 0.871], [-3.182, -2.350, -0.073], [-2.668, -2.433, -1.661], [-1.344, -2.482, -1.844], [-0.477, -2.836, -3.012], [-0.947, -3.468, -3.511], [-0.674, -1.840, -3.785], [0.938, -3.181, -2.585], [1.684, -2.447, -3.079], [1.129, -4.083, -2.503], [-3.420, -2.635, -2.218], [-4.921, -2.295, 0.140], [-2.605, -2.081, 1.917], [0.321, -2.196, 1.991], [-0.674, -2.809, 3.176], [1.316, -3.067, 1.553], [0.639, -0.769, 2.787], [1.412, -0.323, 2.055], [-0.225, 0.096, 3.455], [-0.402, 1.509, 2.261], [0.646, 1.857, 2.347], [-1.024, 1.807, 3.102], [-1.012, 1.253, 1.099], [-1.228, 2.194, 0.359], [-1.933, 3.280, 0.812], [-2.287, 4.372, -0.465], [-1.042, 4.775, -1.158], [-0.095, 3.669, -1.429], [0.100, 2.590, -0.272], [0.697, 1.792, -0.540], [0.721, 3.489, 0.555], [-0.602, 3.062, -2.401], [0.825, 4.010, -1.576], [-1.256, 5.475, -1.877], [-0.598, 5.540, -0.201], [-2.777, 3.631, -1.010], [-3.061, 5.154, 0.185], [-2.986, 2.856, 1.182], [-1.510, 3.751, 1.565], [-2.167, 0.762, 1.207], [-0.308, 0.269, 0.591], [0.335, 0.183, 4.310], [-0.960, -0.650, 3.478], [3.342, -2.013, -1.056], [4.177, -2.051, 0.242], [4.448, -1.033, -0.912], [4.145, -0.031, -0.670], [5.411, -1.088, -1.683], [3.989, -1.920, 1.258], [5.135, -2.997, 0.330], [3.437, -2.801, -1.472]], "nbo_charge": [-0.752, 0.715, -0.402, 0.104, -0.173, -0.240, -0.163, -0.173, 0.007, -0.420, 0.213, 0.215, -0.141, 0.229, 0.180, 0.198, 0.157, 0.275, 2.170, -0.985, -0.920, -0.834, 0.435, -0.235, -0.432, 0.222, 0.230, -0.201, -0.510, -0.170, -0.382, -0.398, -0.391, -0.170, 0.224, 0.117, 0.177, 0.207, 0.221, 0.154, 0.195, 0.218, 0.189, 0.159, 0.171, 0.196, 0.210, 0.245, -0.357, -0.328, -0.393, 0.240, 0.238, 0.250, 0.195, 0.216]}



{"formula": "C3H5NS2", "method": "ωB97M-V/def2-TZVPD", "orbital_gap_ev": 6.9, "homo_energy_ev": -8.5616, "e_above_lowest_kcal_mol": 83.4, "e_lumo_ha": -0.0597, "smiles": "CC(=S)C(N)=S", "species": ["C", "C", "C", "H", "H", "H", "H", "H", "N", "S", "S"], "coordinates": [[-0.449, 1.425, 0.741], [0.208, 0.505, -0.225], [0.571, -0.884, 0.110], [-1.508, 0.804, 0.718], [0.017, 1.643, 1.755], [-0.660, 2.328, 0.324], [0.451, -2.778, -0.698], [-0.273, -1.580, -1.791], [0.547, -1.636, -0.879], [0.337, 1.192, -1.868], [0.760, -1.020, 1.812]], "nbo_charge": [-0.672, -0.014, 0.020, 0.242, 0.264, 0.227, 0.411, 0.446, -0.726, -0.069, -0.128]}



{"formula": "C18H50N4O6", "method": "ωB97M-V/def2-TZVPD", "orbital_gap_ev": 9.5, "homo_energy_ev": -8.9981, "e_above_lowest_kcal_mol": 93.5, "e_lumo_ha": 0.0194, "smiles": "COC[C@H](C)N.COC[C@H](C)N.COC[C@H](C)N.COC[C@H](C)N.OCCO", "species": ["C", "C", "O", "O", "H", "H", "H", "H", "H", "H", "C", "C", "C", "O", "C", "N", "H", "H", "H", "H", "H", "H", "H", "H", "H", "H", "H", "C", "C", "C", "O", "C", "N", "H", "H", "H", "H", "H", "H", "H", "H", "H", "H", "H", "C", "C", "C", "O", "C", "N", "H", "H", "H", "H", "H", "H", "H", "H", "H", "H", "H", "C", "C", "C", "O", "C", "N", "H", "H", "H", "H", "H", "H", "H", "H", "H", "H", "H"], "coordinates": [[-0.733, -2.413, 6.326], [-2.083, -2.615, 5.641], [-3.029, -1.569, 5.628], [-0.779, -2.432, 7.737], [-0.242, -1.474, 6.047], [-0.164, -3.301, 6.038], [-2.465, -3.572, 6.031], [-1.963, -2.945, 4.603], [-3.392, -1.492, 6.517], [-0.987, -1.574, 8.111], [-0.005, 2.033, -2.653], [0.462, 2.610, -3.986], [1.794, 2.004, -4.455], [2.940, 2.753, -4.063], [3.084, 3.900, -4.855], [-0.543, 2.253, -5.022], [-0.284, 0.974, -2.735], [-0.949, 2.457, -2.306], [0.788, 2.091, -1.906], [0.435, 3.698, -3.974], [1.821, 1.866, -5.539], [1.877, 0.990, -4.053], [2.234, 4.591, -4.849], [3.300, 3.660, -5.904], [3.935, 4.467, -4.475], [-1.358, 1.755, -4.688], [-0.875, 3.044, -5.554], [-4.768, -2.055, -2.218], [-3.848, -1.006, -2.828], [-3.427, -1.377, -4.238], [-2.436, -0.524, -4.790], [-1.118, -1.006, -4.665], [-4.540, 0.306, -2.835], [-5.013, -1.753, -1.191], [-4.320, -3.046, -2.128], [-5.772, -2.191, -2.630], [-2.979, -1.009, -2.153], [-4.287, -1.268, -4.904], [-3.065, -2.406, -4.349], [-0.402, -0.309, -5.101], [-1.028, -1.844, -5.377], [-0.851, -1.272, -3.640], [-4.886, 0.381, -1.879], [-3.787, 0.990, -2.906], [2.658, -0.275, -0.285], [1.719, -1.433, -0.680], [0.353, -1.192, 0.002], [0.450, -1.269, 1.413], [-0.592, -1.943, 2.083], [1.503, -1.530, -2.128], [2.140, 0.671, -0.407], [3.629, -0.415, -0.768], [2.993, -0.472, 0.741], [2.070, -2.351, -0.201], [-0.445, -1.750, -0.502], [0.034, -0.140, -0.158], [-1.385, -1.309, 2.493], [-0.128, -2.273, 3.023], [-0.885, -2.858, 1.568], [1.417, -0.569, -2.428], [2.251, -2.124, -2.454], [0.403, 0.712, 4.446], [1.208, 1.720, 3.549], [2.658, 1.322, 3.483], [3.280, 1.365, 4.753], [4.614, 0.880, 4.658], [0.713, 1.695, 2.166], [-0.638, 0.629, 4.129], [0.385, 1.049, 5.484], [0.863, -0.277, 4.394], [0.992, 2.690, 3.995], [3.249, 1.910, 2.768], [2.708, 0.330, 3.005], [4.558, -0.213, 4.645], [5.121, 1.197, 5.567], [5.158, 1.241, 3.782], [0.941, 0.769, 1.818], [-0.287, 1.842, 2.213]], "lowdin_charge": [-0.244, -0.266, -0.052, -0.062, 0.100, 0.123, 0.122, 0.102, 0.087, 0.083, -0.059, -0.387, -0.194, -0.176, -0.132, 0.036, 0.053, 0.081, 0.075, 0.126, 0.115, 0.110, 0.080, 0.089, 0.089, 0.044, 0.070, -0.079, -0.445, -0.205, -0.204, -0.126, 0.049, 0.073, 0.078, 0.081, 0.129, 0.132, 0.124, 0.068, 0.094, 0.068, 0.065, 0.064, -0.052, -0.413, -0.214, -0.222, -0.103, 0.058, 0.067, 0.080, 0.067, 0.141, 0.117, 0.116, 0.087, 0.074, 0.094, 0.040, 0.079, -0.059, -0.397, -0.243, -0.175, -0.104, 0.046, 0.069, 0.073, 0.064, 0.135, 0.127, 0.115, 0.089, 0.086, 0.085, 0.027, 0.071]}



{"formula": "C19H19F2N3OS", "method": "ωB97M-V/def2-TZVPD", "orbital_gap_ev": 8.1, "homo_energy_ev": -7.6846, "e_above_lowest_kcal_mol": 43.1, "e_lumo_ha": 0.0164, "smiles": "CCC(O)(CC)c1ccc2cc(-c3n[nH]c4cc(C(F)F)sc34)[nH]c2c1", "species": ["F", "F", "N", "O", "S", "C", "C", "C", "C", "C", "C", "C", "C", "C", "C", "C", "C", "C", "N", "N", "C", "C", "C", "C", "C", "C", "H", "H", "H", "H", "H", "H", "H", "H", "H", "H", "H", "H", "H", "H", "H", "H", "H", "H", "H"], "coordinates": [[-0.029, -3.426, 6.478], [-0.536, -1.423, 7.307], [4.113, 0.004, 2.765], [-1.649, 0.317, -4.736], [0.655, -1.238, 4.262], [2.817, -0.234, 2.513], [2.667, -1.234, 5.961], [2.200, -0.658, 3.741], [2.704, -0.386, 0.049], [3.121, -0.703, 4.678], [2.100, -0.099, 1.246], [1.318, -1.566, 5.871], [1.754, -0.320, -2.341], [0.629, -0.054, -3.153], [-0.586, 0.570, -1.120], [1.678, -0.189, -0.972], [0.518, 0.211, -0.347], [-0.565, 0.398, -2.542], [4.293, -0.234, 4.111], [0.776, 0.232, 0.999], [0.478, -2.253, 6.928], [-2.961, 3.061, -4.163], [-3.051, -1.411, -2.869], [-1.805, 2.363, -3.368], [-3.083, 0.129, -2.838], [-1.749, 0.797, -3.394], [-2.355, 0.747, -5.290], [3.308, -1.358, 6.832], [3.720, -0.721, -0.116], [2.712, -0.648, -2.759], [0.716, -0.024, -4.238], [-1.470, 0.931, -0.599], [5.212, -0.212, 4.588], [0.098, 0.522, 1.688], [1.111, -2.443, 7.790], [-2.981, 2.688, -5.173], [-3.923, 2.812, -3.737], [-2.798, 4.155, -4.164], [-3.921, -1.800, -2.351], [-3.058, -1.737, -3.893], [-2.184, -1.820, -2.361], [-1.910, 2.669, -2.317], [-0.869, 2.712, -3.710], [-3.895, 0.460, -3.451], [-3.320, 0.411, -1.804]], "nbo_charge": [-0.327, -0.336, -0.226, -0.731, 0.420, 0.177, -0.239, -0.310, -0.236, 0.084, 0.088, -0.232, -0.172, -0.230, -0.271, -0.119, 0.209, -0.024, -0.358, -0.541, 0.548, -0.613, -0.609, -0.404, -0.409, 0.249, 0.473, 0.235, 0.232, 0.212, 0.234, 0.207, 0.418, 0.412, 0.142, 0.186, 0.206, 0.221, 0.204, 0.212, 0.213, 0.204, 0.210, 0.193, 0.197]}



{"formula": "C2H11O3S", "method": "ωB97M-V/def2-TZVPD", "orbital_gap_ev": [10.9, 6.8], "homo_energy_ev": [-10.3957, -10.0258], "multiplicity": 2, "e_above_lowest_kcal_mol": 0.1, "e_lumo_ha": [0.0183, -0.1173], "species": ["C", "C", "S", "H", "H", "H", "H", "H", "H", "H", "O", "H", "H", "O", "H", "H", "O"], "coordinates": [[0.648, -1.296, -1.685], [0.154, 0.079, -1.210], [0.015, 0.197, 0.574], [-0.045, -2.104, -1.451], [1.637, -1.526, -1.304], [0.778, -1.216, -2.764], [-0.802, 0.284, -1.686], [0.882, 0.820, -1.541], [-0.892, 3.641, 0.165], [0.175, 2.681, 0.665], [0.026, 3.617, 0.455], [-3.129, -1.744, -0.237], [-2.260, -0.493, -0.195], [-3.181, -0.781, -0.249], [1.886, -2.553, 1.699], [1.773, -1.151, 1.124], [2.428, -1.820, 1.390]], "nbo_charge": [-0.618, -0.596, 0.104, 0.208, 0.231, 0.220, 0.223, 0.260, 0.469, 0.462, -0.933, 0.468, 0.459, -0.928, 0.463, 0.465, -0.956]}